{
  "formula": "C11H16MgN2O5",
  "method": "the ωB97M-V functional and the def2-TZVPD basis",
  "relative_energy_kcal_mol": 24.1,
  "homo_energy_ev": -15.5,
  "total_charge": 2,
  "homo_lumo_gap_ev": 6.92,
  "fmax_ev_per_a": 7.1,
  "species": ["Mg", "O", "C", "C", "O", "C", "O", "C", "O", "C", "H", "H", "C", "H", "H", "C", "N", "C", "C", "O", "N", "C", "C", "H", "H", "H", "H", "H", "H", "H", "H", "H", "H", "H", "H"],
  "xyz": [[-0.0138, 0.0305, -0.0192], [-1.5335, -1.9746, -1.8912], [-0.9795, -1.2462, -1.2095], [1.1036, 1.0727, 1.2716], [1.7543, 1.6418, 2.0296], [-1.3781, -0.2990, 1.4193], [-2.1419, -0.4936, 2.2489], [1.3375, 0.3477, -1.4508], [2.1126, 0.5275, -2.2631], [-1.4889, 1.4004, -1.0938], [-1.2515, 1.3242, -2.1961], [-2.5260, 1.0223, -0.8470], [-0.8097, 2.1625, -0.2808], [-1.2024, 2.4819, 0.7317], [0.0730, 2.7847, -0.6180], [3.0384, -1.8289, -0.6335], [2.8548, -2.6582, 0.6039], [3.8564, -3.6938, 0.7613], [1.8168, -2.4190, 1.4514], [0.9850, -1.4746, 1.1419], [1.5467, -3.0403, 2.5979], [2.1044, -4.2615, 3.1802], [0.3968, -2.5844, 3.4749], [3.9080, -2.1613, -1.2097], [3.2362, -0.8021, -0.3506], [2.1772, -1.9562, -1.2903], [4.3747, -3.5458, 1.7009], [3.3813, -4.6662, 0.6590], [4.6165, -3.6600, -0.0174], [2.5172, -4.0464, 4.1639], [1.3481, -5.0222, 3.2555], [2.9398, -4.7289, 2.5851], [-0.0301, -1.6616, 3.1590], [-0.3782, -3.3574, 3.4776], [0.7653, -2.4595, 4.4926]],
  "forces_ev_per_a": [[1.1, -1.7, 1.4], [1.6, 2.2, 2.1], [-3.0, -4.4, -3.8], [4.0, 3.6, 4.6], [-2.3, -2.1, -2.7], [-4.5, -1.0, 4.6], [2.5, 0.6, -2.6], [4.0, 1.0, -4.3], [-2.1, -0.2, 2.0], [-2.8, -0.2, -2.6], [0.0, 0.0, 1.3], [1.3, 0.2, 0.0], [0.6, 3.5, 1.4], [0.5, -0.7, -1.1], [-0.9, -1.0, 0.3], [-0.4, -0.8, 1.0], [0.0, 0.7, -0.9], [0.2, -0.5, 0.2], [-0.4, 0.6, -0.6], [0.1, 0.7, -1.2], [-0.7, -0.2, 1.0], [1.9, -0.6, -0.9], [0.8, -0.8, -0.4], [-0.2, -0.2, 0.4], [-0.1, 0.2, 0.0], [-0.1, 0.2, 0.0], [0.1, -0.4, 0.2], [0.2, -0.2, 0.3], [-0.2, 0.3, 0.0], [-0.1, 0.0, 0.1], [-0.5, -0.2, 0.1], [-1.2, 0.8, 0.7], [0.0, 0.4, -0.3], [0.2, 0.1, 0.0], [0.1, -0.1, -0.1]]
}



{
  "formula": "C11H16N2O",
  "method": "the ωB97M-V functional and the def2-TZVPD basis",
  "relative_energy_kcal_mol": 103.6,
  "homo_energy_ev": -8.7,
  "homo_lumo_gap_ev": 9.46,
  "fmax_ev_per_a": 4.0,
  "species": ["C", "C", "C", "C", "C", "C", "C", "C", "C", "C", "C", "N", "N", "O", "H", "H", "H", "H", "H", "H", "H", "H", "H", "H", "H", "H", "H", "H", "H", "H"],
  "xyz": [[-3.8689, -0.0440, -0.0742], [-3.1560, -0.9701, 0.6323], [-3.2004, 1.0254, -0.6539], [-1.7946, -0.8134, 0.7550], [-1.8111, 1.1749, -0.4619], [-1.0769, 0.2118, 0.2114], [1.4952, -1.9941, 0.7283], [0.9003, -1.1475, -0.0984], [0.7957, -1.6001, -1.5558], [2.5382, 1.1067, -0.2761], [0.3994, 0.1922, 0.2724], [0.3844, 2.4477, 0.3393], [1.1072, 1.2963, -0.2333], [0.4882, 0.3140, 2.1473], [-4.8380, -0.3562, -0.2057], [-3.7236, -1.7691, 1.0882], [-3.8088, 1.7482, -1.2405], [-1.2585, -1.5405, 1.1925], [-1.3824, 1.9300, -0.9433], [1.7175, -1.9892, 1.7990], [1.8320, -2.8976, 0.4059], [1.4116, -2.4765, -1.8516], [-0.3151, -1.8617, -1.5982], [0.8391, -0.6967, -2.1048], [2.9614, 2.0306, -0.5242], [2.8310, 0.6570, 0.7124], [2.7893, 0.4959, -1.2821], [1.0309, 3.2034, 0.1669], [0.2754, 2.3857, 1.3405], [-0.2604, 0.8341, 2.4354]],
  "forces_ev_per_a": [[1.8, 0.3, -0.2], [0.3, 0.2, 0.5], [-0.4, 0.4, 0.0], [-1.3, 0.3, -0.5], [-3.0, -2.6, 0.4], [-1.1, 1.2, -1.0], [-0.3, 1.4, 2.1], [2.1, -1.5, 0.3], [-2.7, -0.2, 1.5], [-0.2, -1.8, -0.8], [-0.3, 0.8, 1.9], [2.3, 0.7, -1.5], [-3.4, -1.4, 1.1], [1.2, -0.7, -2.2], [-2.5, 0.4, -0.6], [0.4, -0.3, 0.1], [0.9, -0.4, 0.4], [1.7, -2.5, 1.8], [1.8, 3.0, -1.7], [-0.6, 1.2, -0.2], [0.8, -2.5, -1.7], [-0.3, 1.0, 0.3], [1.3, -0.1, -0.5], [0.6, 0.6, -1.4], [0.9, 1.5, 0.3], [0.6, 0.4, -1.3], [-0.5, 0.8, 2.7], [-0.2, 0.6, 0.0], [0.6, -0.6, 0.4], [-0.5, 0.0, -0.2]]
}



Question: Which formula does entry 1 have?
Answer: C11H16MgN2O5